No. 1
The following is a DFT calculation (ωB97M-V/def2-TZVPD) of a 4-piece molecular cluster, H7O3S overall.

Geometry (Å):
1 S -0.65501 0.50545 0.12211
2 H -0.80029 1.29017 1.19216
3 H 2.43696 -0.90197 0.39861
4 H 0.98251 -1.11289 0.66389
5 O 1.84748 -1.55300 0.79884
6 H -3.67360 -1.17555 -0.97305
7 H -2.74141 -0.42333 0.02183
8 O -3.68359 -0.63210 -0.18323
9 H 1.41082 1.03554 -0.92893
10 H 2.50836 1.73330 -0.15182
11 O 2.36778 1.23437 -0.96040

## Properties
Orbital gap ... 7.841 eV
Relative energy (zero: lowest compared OMol25 entry of this formula, charge and spin) ... 10.81 kJ/mol
Charge ... -1
Highest occupied orbital energy ... -3.89 eV
Max |F| ... 0.32 eV/A
Molecular weight ... 87.12 g mol⁻¹


No. 2
The following is a DFT calculation (ωB97M-V/def2-TZVPD) of a 40-piece molecular cluster, H80O40 overall at a distorted geometry.

Geometry (Å):
1 H 2.62748 5.40689 -3.25246
2 H 2.36286 4.56334 -4.53154
3 O 2.62296 4.40366 -3.56896
4 H -0.46621 -1.57556 3.68720
5 H -0.93540 -2.35253 2.53640
6 O -0.19843 -2.29720 3.20133
7 H 0.84791 -4.32021 -4.93348
8 H 0.55038 -3.06276 -5.60410
9 O 0.20918 -3.58390 -4.86904
10 H -0.37742 1.44033 -4.07700
11 H -0.39952 1.90802 -2.73310
12 O -0.94689 1.75285 -3.37148
13 H 2.68193 -3.12758 -2.03623
14 H 3.84591 -2.29934 -1.50860
15 O 3.68166 -3.15373 -1.91848
16 H 0.31914 0.32079 1.89017
17 O 1.28698 0.17142 1.86503
18 H -3.11815 -3.36604 -2.60349
19 O -2.83567 -3.62270 -1.66430
20 H 1.71501 1.27174 -0.70137
21 H 0.37801 1.86172 -0.76757
22 O 1.37421 2.04181 -1.04743
23 H 2.76585 -2.85576 2.52701
24 H 2.16712 -1.90108 3.77821
25 O 2.86753 -2.57799 3.43054
26 H -2.67998 3.88539 -0.33413
27 H -4.07769 3.03156 -0.32337
28 O -3.01334 2.97779 -0.12141
29 H 1.79378 -1.97525 -2.70318
30 H 0.73731 -2.16136 -3.63523
31 O 1.33348 -1.48119 -3.34760
32 H -2.65046 5.18993 2.94603
33 O -1.98406 5.59050 2.22645
34 H 2.88896 2.85802 -3.10148
35 H 1.74587 1.96742 -2.79044
36 O 2.51979 2.02935 -3.12331
37 H -2.62790 -0.98101 6.40345
38 H -2.38291 -0.15122 5.42365
39 O -2.94940 -0.91976 5.65190
40 H 0.80295 -0.83034 5.89378
41 H 0.68147 0.59848 5.38582
42 O 0.08180 -0.16336 5.65718
43 H 1.19155 3.88667 0.95808
44 H 1.32477 2.22861 1.07321
45 O 1.75964 3.07610 1.44557
46 H -4.46854 1.56835 2.86832
47 H -5.10533 3.09295 3.12888
48 O -4.34194 2.51006 3.29283
49 H -3.68797 1.20717 -0.37811
50 H -2.74974 0.22003 0.32137
51 O -3.69484 0.40739 0.11267
52 H -0.45157 -5.14091 2.59060
53 O -0.25044 -5.82522 1.96849
54 H 1.38054 -2.02196 0.17652
55 H 0.23219 -1.66357 -0.76955
56 O 0.36249 -1.91128 0.21467
57 H 4.13394 2.10044 3.40593
58 O 3.34446 1.55385 2.98664
59 H 1.93259 1.92686 3.44263
60 H 0.51490 2.99218 3.48321
61 O 0.90537 2.10901 3.70201
62 H -0.10532 -2.98406 5.82909
63 H 0.90830 -3.04260 4.76063
64 O 0.72570 -2.70986 5.74083
65 H 0.89571 -4.93781 0.15825
66 H 0.80063 -4.35093 -1.25875
67 O 1.29642 -4.92682 -0.75299
68 H -1.76117 1.62902 -0.66840
69 H -0.95774 0.29260 -0.83236
70 O -0.97212 1.10765 -0.24634
71 H 3.47904 -0.10682 -1.92718
72 H 3.50984 -0.97854 -0.50873
73 O 2.92820 -0.72220 -1.30197
74 H -1.32048 0.79574 -6.46290
75 H -2.51697 -0.27875 -6.33436
76 O -1.50978 -0.16322 -6.18774
77 H 4.40414 0.42508 1.20031
78 H 5.48937 0.61808 0.09787
79 O 5.08357 0.02674 0.75664
80 H 4.75655 0.44399 -3.36310
81 H 5.23068 1.54711 -2.28604
82 O 5.14446 0.57024 -2.45818
83 H -5.52621 -3.62091 0.13844
84 H -4.90390 -2.70726 1.18281
85 O -5.51487 -2.83463 0.44299
86 H 2.39373 -1.18333 -4.97965
87 H 3.22167 -2.06037 -4.23718
88 O 3.18929 -1.56273 -5.02651
89 H 5.99742 2.10985 2.27082
90 O 6.12003 2.63246 1.45937
91 H -5.80667 -0.72156 -1.13529
92 H -6.15465 -2.16527 -1.62869
93 O -6.02538 -1.28620 -1.96260
94 H -0.73931 -5.79028 1.21055
95 H 1.47307 -0.74266 1.74131
96 H 3.30513 2.30199 2.26079
97 H -3.27373 -3.05122 -1.15169
98 H -1.16930 5.84842 2.52010
99 H 5.26970 3.18044 1.52788
100 O -1.10422 0.28816 2.49686
101 H -0.91937 -0.20694 3.17358
102 H -0.54908 1.14291 2.58161
103 O -1.64922 -0.67216 -1.99310
104 H -1.21650 -0.58429 -2.86689
105 H -2.44889 -1.16444 -2.32315
106 O -1.38454 4.83216 -1.99289
107 H -1.78393 5.29010 -2.76325
108 H -1.12177 3.96038 -2.36151
109 O -3.96178 2.20927 -2.17145
110 H -3.13156 1.64402 -1.89097
111 H -3.49552 2.96255 -2.53827
112 O -3.80549 -1.22247 -3.15773
113 H -3.74224 -1.74344 -4.03245
114 H -4.65723 -0.94547 -3.04515
115 O 3.15206 -3.36067 0.71993
116 H 2.63809 -4.11909 0.43085
117 H 4.04482 -3.47638 0.37335
118 O -2.31516 2.84770 5.13762
119 H -2.16615 2.18401 4.42075
120 H -3.32563 2.70485 5.35498

## Properties
Orbital gap (alpha / beta) ... 1.876 / 9.401 eV
2S+1 ... 2
Relative energy (zero: lowest compared OMol25 entry of this formula, charge and spin) ... 950.48 kJ/mol
Charge ... -1
Highest occupied orbital energy (alpha / beta) ... -0.24 / -7.80 eV
Max |F| ... 12.74 eV/A
Molecular weight ... 720.60 g mol⁻¹


No. 3
The following is a DFT calculation (ωB97M-V/def2-TZVPD) of a 40-piece molecular cluster, H80O40 overall at a distorted geometry.

Geometry (Å):
1 H 3.12676 1.23167 1.35631
2 H 2.77198 1.67401 2.74593
3 O 2.98175 0.93648 2.22468
4 H -1.97409 -2.13847 3.35042
5 H -1.85238 -3.01211 4.59056
6 O -2.15050 -2.18295 4.27550
7 H 1.01477 3.10827 4.89177
8 H 2.47433 2.72693 4.70360
9 O 1.61027 2.55987 4.49220
10 H 4.40320 2.00053 -2.35897
11 H 5.15960 2.09733 -3.64740
12 O 4.61221 1.49941 -3.13660
13 H -2.98430 1.75051 -4.25982
14 H -2.89648 0.12973 -4.49114
15 O -3.32455 0.93333 -4.81108
16 H -0.12532 2.77085 -5.23318
17 O 0.16977 3.34740 -4.64762
18 H 0.84285 1.77397 -3.91562
19 O 1.26106 1.28762 -3.13109
20 H 0.75752 -5.50533 -0.14369
21 H 1.58819 -4.28134 -0.43166
22 O 0.96163 -4.55929 0.11276
23 H 1.75609 1.24816 -0.94538
24 H 2.28421 2.70296 -0.79999
25 O 2.67714 1.77438 -0.89540
26 H -1.41910 2.77039 -1.35082
27 H -0.58657 4.21883 -1.51770
28 O -0.78435 3.30457 -1.88543
29 H -4.49112 -1.64782 4.28456
30 H -5.47812 -1.91131 3.13966
31 O -4.64059 -1.45310 3.28769
32 H 0.84294 3.78725 1.05326
33 O 1.29276 2.96526 1.27894
34 H 5.42093 -2.01798 -3.05644
35 H 5.66386 -0.34470 -2.94292
36 O 5.65663 -1.36407 -2.39281
37 H 0.08842 -1.51401 -0.91271
38 H 0.61233 -0.50964 -2.25679
39 O 0.14775 -1.37002 -1.85035
40 H -1.69706 -5.72906 2.97366
41 H -1.87527 -4.50730 2.34897
42 O -1.97495 -4.90161 3.16678
43 H 1.88379 -3.69031 3.79511
44 H 1.90751 -4.88863 2.62994
45 O 1.71743 -4.55906 3.53259
46 H 0.80636 -2.84349 -4.28180
47 H 1.00924 -2.38507 -2.82584
48 O 1.40965 -3.02518 -3.64755
49 H 5.37673 0.16044 0.04597
50 H 5.86912 -0.34584 1.36554
51 O 5.87082 0.43546 0.82447
52 H 3.11709 -2.42513 0.58382
53 O 3.70150 -1.71408 0.85294
54 H -4.40245 0.46661 4.30403
55 H -3.18857 1.01775 5.01655
56 O -3.84149 1.25374 4.21241
57 H -3.28985 -0.00055 2.73057
58 O -3.21387 0.03635 1.74106
59 H -3.18238 1.94354 1.21229
60 H -3.67034 0.97395 0.01602
61 O -3.24900 1.85791 0.27264
62 H 4.96076 3.91737 -1.06180
63 H 3.56919 4.32742 -1.20880
64 O 4.56722 4.63739 -1.50175
65 H 1.40684 -5.22072 -3.42810
66 H 1.58484 -4.62084 -2.01610
67 O 1.37232 -5.51993 -2.42052
68 H -1.70778 -1.65895 -2.03893
69 H -2.87634 -1.84889 -3.01903
70 O -2.40129 -2.34263 -2.17027
71 H -1.02955 1.58152 0.95382
72 H 0.17343 0.98668 1.39092
73 O -0.48782 0.87244 0.59156
74 H -0.08869 1.73488 5.85265
75 H -1.07817 0.81080 5.13684
76 O -0.96309 1.63291 5.65604
77 H -3.88521 -2.25715 -1.56866
78 H -4.79253 -1.16180 -1.08144
79 O -4.87171 -1.98289 -1.47973
80 H -2.61443 3.44716 3.37390
81 H -3.83455 3.75754 2.79352
82 O -3.01685 3.76838 2.45134
83 H -0.84615 -1.50922 -5.89317
84 H 0.31894 -0.94192 -5.09040
85 O -0.57950 -0.88098 -5.16433
86 H 2.80688 -1.50700 -4.69496
87 H 3.90399 -0.78461 -3.98652
88 O 3.41879 -0.81788 -4.66132
89 H -4.34654 0.60890 -2.03967
90 O -3.26849 0.63385 -2.15866
91 H 0.79785 -1.60591 1.36051
92 H 1.21202 -0.58092 0.16792
93 O 1.05004 -1.54175 0.42144
94 H 3.63210 -1.02533 0.25262
95 H -0.74509 3.49619 -4.15546
96 H -2.66100 -0.70922 1.64940
97 H 2.15496 0.95572 -3.52233
98 H 1.43217 2.90055 2.15742
99 H -3.18202 1.23679 -1.42326
100 O 0.59485 -0.94944 5.07343
101 H 0.20345 -1.75540 5.08450
102 H 0.99450 -1.10025 4.15580
103 O -1.78041 -2.24354 0.65729
104 H -2.46023 -2.64123 0.10511
105 H -1.78624 -1.30399 0.43217
106 O -1.28275 -5.38428 -0.73524
107 H -2.01669 -5.20527 -1.19174
108 H -0.47074 -4.75316 -1.06424
109 O -4.07700 3.94369 -0.76628
110 H -3.56581 3.68975 -0.07665
111 H -4.60719 4.80033 -0.47385
112 O -2.40101 5.73814 1.21124
113 H -1.82796 5.00113 0.75799
114 H -3.20631 5.03823 1.61195
115 O 2.18935 -1.53167 3.11286
116 H 2.56535 -0.68659 2.58195
117 H 2.52360 -2.42919 2.88788
118 O 1.81437 4.49951 -2.25304
119 H 1.72804 3.51251 -2.38466
120 H 1.22778 5.05476 -2.79446

## Properties
Orbital gap ... 10.079 eV
Relative energy (zero: lowest compared OMol25 entry of this formula, charge and spin) ... 1581.76 kJ/mol
Charge ... 0
Highest occupied orbital energy ... -10.71 eV
Max |F| ... 10.72 eV/A
Molecular weight ... 720.60 g mol⁻¹


No. 4
The following is a DFT calculation (ωB97M-V/def2-TZVPD) of a 40-piece molecular cluster, H80O40 overall at a distorted geometry.

Geometry (Å):
1 H -2.55593 -0.93652 -0.37405
2 H -2.84204 -2.27075 -0.62913
3 O -3.30761 -1.53496 -0.18780
4 H 0.04081 -1.44296 -5.61341
5 H -0.53242 -0.07570 -5.16014
6 O 0.25381 -0.64750 -5.12439
7 H -3.37343 2.62273 2.75296
8 H -3.01086 4.02835 2.49541
9 O -2.59035 3.17935 2.59717
10 H -2.16965 -4.49783 -1.71583
11 H -2.01783 -4.80047 -3.30766
12 O -2.39946 -4.25730 -2.62088
13 H 1.80708 0.59150 5.97473
14 H 2.74702 1.61479 6.29075
15 O 2.76338 0.66307 6.10250
16 H -2.15763 -5.90816 0.59217
17 O -2.47594 -5.03667 0.44840
18 H 3.51399 0.32582 4.00144
19 O 3.38311 -0.61728 3.87528
20 H 4.59792 4.17542 -3.44784
21 H 3.45245 3.01238 -3.42887
22 O 3.69443 3.94643 -3.47787
23 H -2.46790 -1.30359 1.35710
24 H -1.95031 -0.11227 2.33129
25 O -2.39426 -0.94257 2.19703
26 H 3.54638 -1.96911 -3.88254
27 H 2.39698 -1.95311 -4.90045
28 O 3.25859 -1.57121 -4.71107
29 H -3.43346 0.20756 -2.02734
30 H -4.02573 -0.40160 -3.08850
31 O -3.70885 0.49908 -2.91297
32 H 0.08018 5.15961 -2.83418
33 O 0.93188 5.57446 -2.82830
34 H 0.36130 5.29192 1.77116
35 H 0.49681 6.69745 1.87516
36 O 0.69618 5.93596 2.43571
37 H -0.64257 -2.88128 5.93004
38 H 0.06241 -1.59841 5.34878
39 O -0.30917 -2.00357 6.11963
40 H 1.24899 0.66850 -2.13071
41 H 0.87736 -0.11631 -3.43104
42 O 0.52948 0.43943 -2.72833
43 H 2.34009 3.57868 1.67807
44 H 3.03263 2.54803 2.62561
45 O 2.94460 3.47724 2.41432
46 H 3.04093 -5.03002 0.60598
47 H 1.95252 -4.14384 1.25013
48 O 2.33696 -4.40437 0.40893
49 H -3.04386 -4.13123 2.92188
50 H -3.59316 -2.87157 2.92461
51 O -3.92229 -3.76432 2.94809
52 H 0.56497 4.02963 0.26715
53 O -0.25339 4.56075 0.34212
54 H -6.06040 1.91062 0.16361
55 H -4.75761 1.26291 0.43503
56 O -5.12665 2.13432 0.24799
57 H 4.66021 -2.37480 2.28821
58 O 4.90774 -3.00188 1.58646
59 H 3.80204 0.43024 -4.49019
60 H 2.57252 0.54686 -5.27591
61 O 3.18294 1.10311 -4.78319
62 H 1.11222 2.05195 -0.51098
63 H 0.56436 1.64309 0.94684
64 O 1.18072 1.40667 0.22910
65 H -5.33039 -2.41301 -3.30421
66 H -4.05522 -2.85519 -2.54556
67 O -4.53508 -2.08514 -2.87660
68 H 3.39353 -4.22778 -1.37065
69 H 2.63130 -5.21427 -2.29166
70 O 3.49356 -4.84277 -2.10014
71 H -0.53494 -3.63938 2.05231
72 H 0.39200 -3.58861 0.77423
73 O -0.16154 -4.15124 1.32819
74 H -2.25123 2.48988 -0.07605
75 H -1.87055 1.89614 -1.46204
76 O -1.66304 1.86918 -0.52190
77 H -1.69682 -1.51294 4.23804
78 H -2.56860 -1.89987 5.50073
79 O -2.38522 -2.08192 4.57995
80 H -5.38286 0.22924 3.28471
81 H -3.86060 -0.12056 2.97319
82 O -4.48695 0.55073 3.23188
83 H -5.68013 -1.76002 -0.04510
84 H -6.21167 -1.11202 -1.32946
85 O -5.98297 -0.93092 -0.41907
86 H -0.13229 2.46659 2.50950
87 H -0.92439 1.50611 2.06398
88 O -0.07253 1.48554 2.55245
89 H -2.79070 1.26242 -4.35210
90 O -2.19783 1.04427 -5.09108
91 H 2.38699 3.67552 -1.73475
92 H 0.98622 3.11447 -2.20097
93 O 1.51813 3.36775 -1.43932
94 H -0.24941 4.92980 -0.54467
95 H -2.06765 -4.29627 0.92438
96 H 5.82553 -2.70613 1.51635
97 H 2.50501 -0.64546 3.43989
98 H 1.45826 5.62171 -3.62395
99 H -2.67697 0.68817 -5.81907
100 O -0.58621 2.86272 -3.72357
101 H -0.16636 2.08212 -3.33954
102 H -1.37413 2.55273 -4.12654
103 O 5.04247 -1.52810 -0.73310
104 H 5.21635 -1.31411 0.16301
105 H 4.69865 -2.39769 -0.89652
106 O 3.44022 0.20044 -0.04428
107 H 3.53446 -0.14599 -0.94029
108 H 2.72165 0.82033 -0.32840
109 O 1.86435 -1.21673 1.81484
110 H 2.75301 -1.56293 1.84381
111 H 1.82781 -0.51067 1.17433
112 O 4.52656 2.25812 -1.25698
113 H 5.32797 2.77864 -1.41398
114 H 4.82222 1.47917 -1.73580
115 O -1.21308 0.51445 4.97735
116 H -0.84657 1.36937 4.78771
117 H -1.65446 0.68812 5.81834
118 O 0.46951 -1.61900 -0.90746
119 H 0.15991 -1.24620 -1.74425
120 H 0.80145 -0.89554 -0.36747

## Properties
Orbital gap ... 9.893 eV
Relative energy (zero: lowest compared OMol25 entry of this formula, charge and spin) ... 759.83 kJ/mol
Charge ... 0
Highest occupied orbital energy ... -10.42 eV
Max |F| ... 3.72 eV/A
Molecular weight ... 720.60 g mol⁻¹